[1]
# C3HF3O

A cluster of 2 separate species, C3HF3O in total at a distorted geometry (the ωB97M-V functional and the def2-TZVPD basis, the Open Molecules 2025 dataset).

Element x y z (Å)
C: 0.2737 0.5497 0.8297
C: -0.8003 0.2264 -0.2498
C: 0.6824 -0.1625 -0.3287
O: 0.5067 0.9687 1.9165
F: -1.4446 0.9788 -1.1755
F: 1.6772 0.2178 -1.1407
F: 0.3493 -2.0813 -0.0258
H: -1.2444 -0.6976 0.1743

Atoms 1-3, force components in eV/Å:
C -0.511 1.041 3.012
C 1.591 -0.201 -0.891
C -0.148 -3.096 -2.013

The HOMO-LUMO gap (spin up / spin down) is 8.7 / 8.7 eV. As for the spin multiplicity: 1. As for the net charge: 0. The HOMO energy (spin up / spin down) is -11.1 / -11.1 eV. The energy above the lowest of the compared OMol25 structures with the same formula, charge and spin comes out at 486.37 kJ/mol. The maximum force is 3.696 eV Å⁻¹.

Atom charges from the Löwdin analysis, given in e for atoms 1 to 4: atom 1 (C): -0.223, atom 2 (C): -0.089, atom 3 (C): -0.055, atom 4 (O): 0.225

=====

[2]
# C3HF3O

A structure of composition C3HF3O at a distorted geometry (the ωB97M-V functional and the def2-TZVPD basis, the Open Molecules 2025 dataset).

Element x y z (Å)
C: -1.2036 0.2998 0.0787
C: 1.2923 -0.0623 -0.0322
C: 0.0619 -0.6572 0.0937
O: -2.2840 -0.1092 0.2383
F: 2.5207 -0.6697 -0.0924
F: -0.1958 -1.8982 -0.1809
F: -1.3540 2.0214 -0.1866
H: 1.1624 1.0754 0.0814

Atoms 1-3, force components in eV/Å:
C -1.559 0.603 0.028
C -1.305 0.752 1.123
C 1.835 3.712 -1.678

The HOMO-LUMO gap is 10.7 eV. As for the spin multiplicity: 1. As for the net charge: 0. The HOMO energy is -11.3 eV. The energy above the lowest of the compared OMol25 structures with the same formula, charge and spin comes out at 258.33 kJ/mol. The maximum force is 4.468 eV Å⁻¹.

Atom charges from the Löwdin analysis, given in e for atoms 1 to 4: atom 1 (C): -0.118, atom 2 (C): -0.005, atom 3 (C): -0.215, atom 4 (O): 0.197

=====

[3]
# C3HF4N3O2

A cluster of 2 separate species, C3HF4N3O2 in total at a distorted geometry (the ωB97M-V functional and the def2-TZVPD basis, the Open Molecules 2025 dataset).

Element x y z (Å)
O: -1.5505 2.2667 -0.0249
C: -0.6482 1.5372 0.2136
N: -0.6707 0.1388 0.3105
C: 0.6091 -0.2281 0.5911
F: 0.9348 -1.4795 0.7335
N: 1.4104 0.7636 0.6871
O: 0.6415 1.8833 0.4557
H: -1.4670 -0.4567 0.1491
F: 4.1301 -1.6352 -0.1018
N: 4.4114 -0.4748 0.5656
C: 4.0711 0.5783 -0.0130
F: 4.3128 1.7301 0.5327
F: 3.4992 0.7248 -1.1929

Atoms 1-3, force components in eV/Å:
O -0.196 0.448 -0.073
C -0.434 -0.763 -0.041
N 0.382 0.170 0.054

The HOMO-LUMO gap is 10.8 eV. As for the spin multiplicity: 1. As for the net charge: 0. The HOMO energy is -10.5 eV. The structure (SMILES) is O=c1[nH]c(F)no1.FN=C(F)F. The energy above the lowest of the compared OMol25 structures with the same formula, charge and spin comes out at 4.25 kJ/mol. The maximum force is 1.493 eV Å⁻¹.

Atom charges from the Löwdin analysis, given in e for atoms 1 to 4: atom 1 (O): 0.150, atom 2 (C): -0.514, atom 3 (N): 0.244, atom 4 (C): -0.398